92
Properties=species:S:1:pos:R:3 method="wB97M-V/def2-TZVPD" max_force_ev_per_a=0.5 e_homo_ev=-9.4 smiles="O=C1C=CC(=O)C(PP(=O)(O)O)=C1S.CCO.CCO.CCO.CCO.CCO.CCO.CCO.CCO" e_above_lowest_kcal_mol=0.00
O 3.24 -1.86 0.10
C 2.75 -1.48 -0.94
C 3.18 -0.25 -1.63
C 2.30 0.40 -2.39
C 0.92 -0.11 -2.55
O 0.03 0.63 -2.92
C 0.69 -1.56 -2.31
P -0.74 -2.37 -3.08
P -2.41 -1.72 -1.82
O -2.78 -2.81 -0.91
O -2.02 -0.35 -1.10
O -3.59 -1.33 -2.83
C 1.58 -2.24 -1.55
S 1.57 -3.91 -1.12
H 4.20 0.10 -1.52
H 2.53 1.33 -2.90
H -0.91 -1.48 -4.16
H -2.81 0.16 -0.86
H -3.28 -0.80 -3.58
H 0.27 -4.15 -1.33
C -0.45 4.52 -2.95
C 0.93 3.96 -2.67
O 0.99 3.25 -1.44
H -0.76 5.18 -2.13
H -0.47 5.10 -3.88
H -1.18 3.72 -3.03
H 1.66 4.77 -2.58
H 1.24 3.32 -3.50
H 0.37 2.52 -1.51
C 0.32 -1.36 3.84
C 0.46 -2.69 3.11
O 0.65 -2.50 1.71
H -0.52 -0.80 3.42
H 0.14 -1.52 4.90
H 1.22 -0.76 3.72
H -0.45 -3.28 3.21
H 1.29 -3.27 3.53
H 1.47 -2.01 1.58
C -3.94 -1.14 5.02
C -2.84 -1.07 6.06
O -3.32 -0.74 7.35
H -4.47 -0.19 4.95
H -3.53 -1.38 4.03
H -4.67 -1.91 5.28
H -2.12 -0.29 5.80
H -2.30 -2.02 6.10
H -3.96 -1.41 7.61
C -4.12 3.49 2.83
C -4.61 2.49 3.86
O -5.38 1.44 3.29
H -4.97 3.92 2.29
H -3.56 4.29 3.31
H -3.47 3.00 2.10
H -5.27 2.98 4.58
H -3.76 2.08 4.42
H -4.82 0.98 2.66
C 7.48 -3.05 -0.27
C 6.73 -2.11 -1.20
O 5.95 -2.84 -2.16
H 8.14 -3.70 -0.85
H 8.08 -2.49 0.44
H 6.78 -3.68 0.28
H 7.42 -1.49 -1.76
H 6.07 -1.46 -0.62
H 5.33 -3.39 -1.67
C -1.19 3.07 -6.54
C -1.10 1.75 -5.80
O -2.03 0.78 -6.30
H -2.20 3.48 -6.47
H -0.49 3.79 -6.12
H -0.95 2.94 -7.59
H -1.35 1.87 -4.75
H -0.08 1.34 -5.85
H -1.84 0.63 -7.23
C -1.24 7.25 6.12
C -1.94 5.93 5.87
O -2.02 5.60 4.49
H -1.75 8.05 5.59
H -1.22 7.48 7.18
H -0.20 7.21 5.76
H -2.97 5.97 6.22
H -1.43 5.12 6.42
H -1.12 5.54 4.14
C 1.70 -7.17 -4.25
C 3.14 -7.14 -3.77
O 3.58 -5.82 -3.47
H 1.57 -6.54 -5.12
H 1.39 -8.19 -4.50
H 1.03 -6.81 -3.46
H 3.81 -7.50 -4.56
H 3.27 -7.80 -2.90
H 3.02 -5.48 -2.76

109
Properties=species:S:1:pos:R:3 method="wB97M-V/def2-TZVPD" max_force_ev_per_a=5.8 e_homo_ev=-8.5
N -3.52 -2.89 3.81
O 6.04 -4.08 -0.10
O 8.13 -0.10 -0.68
C -3.74 -2.68 2.70
N 0.81 -1.54 -0.63
N 2.14 1.56 0.51
N -0.93 0.07 -0.92
N -3.11 -2.37 0.42
O -1.14 -2.22 -1.53
C 6.13 -2.84 -0.26
C 7.24 -0.92 -0.45
C -0.38 -1.21 -0.94
C 3.25 0.75 0.67
C -0.12 1.03 -0.41
C 2.96 -0.62 0.15
C 1.66 -0.57 -0.26
C 3.83 -1.79 0.03
C 5.19 -1.69 -0.17
C -4.06 -2.42 1.38
C -2.83 -1.73 -3.14
C -5.38 -2.25 1.08
C -4.12 -1.65 -3.46
C -2.44 -1.98 -1.83
C -5.75 -2.03 -0.27
C -5.16 -1.73 -2.60
C -3.43 -2.11 -0.84
C -4.76 -1.99 -1.25
N 7.38 -2.27 -0.30
N 1.22 0.73 -0.06
N 5.91 -0.54 -0.31
N -0.73 2.21 -0.21
C -0.33 3.35 1.96
C -1.21 4.30 1.12
C -0.20 3.39 0.40
H 4.05 1.11 1.26
H 3.43 -2.79 0.14
H -2.01 -1.69 -3.81
H -6.07 -2.20 1.96
H -4.41 -1.51 -4.53
H -6.76 -1.85 -0.56
H -6.22 -1.62 -2.85
H 8.22 -2.80 -0.52
H 5.55 0.41 -0.60
H -1.72 2.25 -0.35
H 0.41 3.81 2.58
H -0.81 2.46 2.40
H -2.23 4.08 0.97
H -0.98 5.37 1.19
H 0.77 3.88 0.09
O -3.34 0.84 1.27
H -3.43 0.93 0.26
H -4.21 1.13 1.69
O 1.04 7.27 2.23
H 1.97 7.26 2.64
H 1.15 7.39 1.23
O 3.04 4.51 -1.24
H 3.08 4.16 -0.29
H 3.99 4.63 -1.57
O 9.53 -0.51 -3.15
H 9.17 -0.18 -4.04
H 9.01 -0.05 -2.41
O 4.08 -0.28 3.75
H 3.07 -0.35 3.65
H 4.49 -1.17 3.49
O 2.45 2.27 3.37
H 3.31 1.87 3.75
H 1.83 1.50 3.14
O -1.44 -0.10 3.19
H -2.10 0.23 2.50
H -1.83 0.09 4.11
O -8.36 -3.44 2.10
H -8.50 -2.80 2.87
H -7.52 -3.97 2.28
O -10.75 -3.53 0.77
H -9.92 -3.72 1.30
H -10.48 -3.01 -0.06
O -8.61 -3.02 -3.01
H -8.31 -3.96 -2.77
H -9.05 -2.61 -2.20
O 4.67 1.73 -2.32
H 3.69 1.82 -2.09
H 5.15 2.53 -1.92
O 1.33 3.98 5.18
H 0.83 4.80 4.86
H 1.53 3.41 4.37
O -3.72 1.48 -1.40
H -4.41 2.14 -1.06
H -3.94 1.25 -2.35
O 1.11 -4.31 0.03
H 1.50 -4.43 0.96
H 0.87 -3.34 -0.09
O -3.62 5.02 -1.05
H -4.36 4.54 -0.55
H -3.25 4.37 -1.74
O 2.11 -3.21 2.39
H 1.86 -4.08 2.83
H 1.27 -2.65 2.29
O -1.13 1.29 -3.47
H -1.31 1.12 -2.49
H -0.19 1.65 -3.56
O 6.00 2.73 0.82
H 6.22 2.39 1.75
H 6.87 2.86 0.32
O -1.32 -0.20 -6.00
H -0.78 -1.06 -5.93
H -1.18 0.33 -5.15
O 7.16 -6.25 -1.45
H 6.70 -5.71 -0.73
H 7.22 -5.68 -2.28

93
Properties=species:S:1:pos:R:3 method="wB97M-V/def2-TZVPD" max_force_ev_per_a=7.1 e_homo_ev=-10.1 total_charge=+1
C 0.52 1.61 5.79
C 0.71 1.39 4.27
C 1.28 -0.03 4.08
C 1.41 -0.48 2.62
C 0.14 -0.96 1.86
C -1.18 -1.18 2.62
C -2.23 -0.04 2.78
C -2.55 -0.23 4.29
C -3.94 0.22 4.81
B -4.26 1.60 4.07
O -3.51 2.73 4.37
O -5.25 1.71 3.09
C -1.99 -1.54 4.72
N -1.23 -2.03 3.82
H -0.22 0.93 6.23
H 0.30 2.65 6.01
H 1.47 1.35 6.26
H 1.41 2.15 3.93
H -0.23 1.53 3.73
H 2.31 0.05 4.46
H 0.80 -0.75 4.75
H 1.85 0.36 2.07
H 2.16 -1.28 2.57
H 0.38 -1.91 1.37
H -0.08 -0.27 1.04
H -1.71 -1.83 1.90
H -3.11 -0.42 2.27
H -1.89 0.94 2.45
H -1.89 0.49 4.81
H -4.73 -0.52 4.68
H -3.81 0.46 5.87
H -2.82 2.88 3.70
H -4.82 1.60 2.23
H -2.16 -2.02 5.67
H -0.71 -2.90 3.93
O -1.80 -3.39 -0.73
P -1.83 -3.90 -2.16
N -0.78 -5.24 -1.96
C 0.22 -5.73 -2.90
C -1.24 -6.27 -1.03
N -1.00 -2.57 -2.88
C 0.13 -2.67 -3.79
C -0.87 -1.37 -2.08
N -2.38 -4.39 -3.75
C -3.29 -3.39 -4.37
C -3.14 -5.66 -3.76
H -0.20 -6.10 -3.84
H 0.78 -6.55 -2.46
H 0.97 -4.97 -3.12
H -2.07 -6.87 -1.44
H -1.60 -5.82 -0.10
H -0.44 -6.96 -0.76
H 1.07 -2.82 -3.25
H 0.22 -1.75 -4.38
H 0.00 -3.47 -4.52
H -0.08 -1.48 -1.33
H -1.81 -1.15 -1.56
H -0.65 -0.50 -2.70
H -4.19 -3.23 -3.77
H -3.59 -3.72 -5.37
H -2.80 -2.43 -4.51
H -3.96 -5.66 -3.04
H -2.50 -6.51 -3.55
H -3.56 -5.84 -4.75
O 2.59 2.26 -0.10
P 2.42 3.27 -1.21
N 3.86 2.90 -2.09
C 4.74 3.83 -2.77
C 3.94 1.54 -2.62
N 2.64 4.68 -0.26
C 3.53 5.78 -0.58
C 2.55 4.53 1.19
N 1.73 4.25 -2.49
C 0.45 4.89 -2.08
C 1.42 3.50 -3.73
H 4.27 4.36 -3.61
H 5.61 3.31 -3.16
H 5.15 4.57 -2.08
H 3.28 1.39 -3.48
H 3.67 0.81 -1.86
H 4.96 1.30 -2.93
H 4.56 5.57 -0.28
H 3.22 6.69 -0.05
H 3.50 6.04 -1.64
H 3.48 4.12 1.61
H 1.72 3.89 1.47
H 2.37 5.50 1.66
H -0.31 4.15 -1.83
H 0.07 5.51 -2.90
H 0.58 5.55 -1.23
H 0.80 2.62 -3.53
H 2.32 3.19 -4.25
H 0.88 4.14 -4.43

Copy entry 2 word for word.
109
Properties=species:S:1:pos:R:3 method="wB97M-V/def2-TZVPD" max_force_ev_per_a=5.8 e_homo_ev=-8.5
N -3.52 -2.89 3.81
O 6.04 -4.08 -0.10
O 8.13 -0.10 -0.68
C -3.74 -2.68 2.70
N 0.81 -1.54 -0.63
N 2.14 1.56 0.51
N -0.93 0.07 -0.92
N -3.11 -2.37 0.42
O -1.14 -2.22 -1.53
C 6.13 -2.84 -0.26
C 7.24 -0.92 -0.45
C -0.38 -1.21 -0.94
C 3.25 0.75 0.67
C -0.12 1.03 -0.41
C 2.96 -0.62 0.15
C 1.66 -0.57 -0.26
C 3.83 -1.79 0.03
C 5.19 -1.69 -0.17
C -4.06 -2.42 1.38
C -2.83 -1.73 -3.14
C -5.38 -2.25 1.08
C -4.12 -1.65 -3.46
C -2.44 -1.98 -1.83
C -5.75 -2.03 -0.27
C -5.16 -1.73 -2.60
C -3.43 -2.11 -0.84
C -4.76 -1.99 -1.25
N 7.38 -2.27 -0.30
N 1.22 0.73 -0.06
N 5.91 -0.54 -0.31
N -0.73 2.21 -0.21
C -0.33 3.35 1.96
C -1.21 4.30 1.12
C -0.20 3.39 0.40
H 4.05 1.11 1.26
H 3.43 -2.79 0.14
H -2.01 -1.69 -3.81
H -6.07 -2.20 1.96
H -4.41 -1.51 -4.53
H -6.76 -1.85 -0.56
H -6.22 -1.62 -2.85
H 8.22 -2.80 -0.52
H 5.55 0.41 -0.60
H -1.72 2.25 -0.35
H 0.41 3.81 2.58
H -0.81 2.46 2.40
H -2.23 4.08 0.97
H -0.98 5.37 1.19
H 0.77 3.88 0.09
O -3.34 0.84 1.27
H -3.43 0.93 0.26
H -4.21 1.13 1.69
O 1.04 7.27 2.23
H 1.97 7.26 2.64
H 1.15 7.39 1.23
O 3.04 4.51 -1.24
H 3.08 4.16 -0.29
H 3.99 4.63 -1.57
O 9.53 -0.51 -3.15
H 9.17 -0.18 -4.04
H 9.01 -0.05 -2.41
O 4.08 -0.28 3.75
H 3.07 -0.35 3.65
H 4.49 -1.17 3.49
O 2.45 2.27 3.37
H 3.31 1.87 3.75
H 1.83 1.50 3.14
O -1.44 -0.10 3.19
H -2.10 0.23 2.50
H -1.83 0.09 4.11
O -8.36 -3.44 2.10
H -8.50 -2.80 2.87
H -7.52 -3.97 2.28
O -10.75 -3.53 0.77
H -9.92 -3.72 1.30
H -10.48 -3.01 -0.06
O -8.61 -3.02 -3.01
H -8.31 -3.96 -2.77
H -9.05 -2.61 -2.20
O 4.67 1.73 -2.32
H 3.69 1.82 -2.09
H 5.15 2.53 -1.92
O 1.33 3.98 5.18
H 0.83 4.80 4.86
H 1.53 3.41 4.37
O -3.72 1.48 -1.40
H -4.41 2.14 -1.06
H -3.94 1.25 -2.35
O 1.11 -4.31 0.03
H 1.50 -4.43 0.96
H 0.87 -3.34 -0.09
O -3.62 5.02 -1.05
H -4.36 4.54 -0.55
H -3.25 4.37 -1.74
O 2.11 -3.21 2.39
H 1.86 -4.08 2.83
H 1.27 -2.65 2.29
O -1.13 1.29 -3.47
H -1.31 1.12 -2.49
H -0.19 1.65 -3.56
O 6.00 2.73 0.82
H 6.22 2.39 1.75
H 6.87 2.86 0.32
O -1.32 -0.20 -6.00
H -0.78 -1.06 -5.93
H -1.18 0.33 -5.15
O 7.16 -6.25 -1.45
H 6.70 -5.71 -0.73
H 7.22 -5.68 -2.28

Repeat the third record exactly.
93
Properties=species:S:1:pos:R:3 method="wB97M-V/def2-TZVPD" max_force_ev_per_a=7.1 e_homo_ev=-10.1 total_charge=+1
C 0.52 1.61 5.79
C 0.71 1.39 4.27
C 1.28 -0.03 4.08
C 1.41 -0.48 2.62
C 0.14 -0.96 1.86
C -1.18 -1.18 2.62
C -2.23 -0.04 2.78
C -2.55 -0.23 4.29
C -3.94 0.22 4.81
B -4.26 1.60 4.07
O -3.51 2.73 4.37
O -5.25 1.71 3.09
C -1.99 -1.54 4.72
N -1.23 -2.03 3.82
H -0.22 0.93 6.23
H 0.30 2.65 6.01
H 1.47 1.35 6.26
H 1.41 2.15 3.93
H -0.23 1.53 3.73
H 2.31 0.05 4.46
H 0.80 -0.75 4.75
H 1.85 0.36 2.07
H 2.16 -1.28 2.57
H 0.38 -1.91 1.37
H -0.08 -0.27 1.04
H -1.71 -1.83 1.90
H -3.11 -0.42 2.27
H -1.89 0.94 2.45
H -1.89 0.49 4.81
H -4.73 -0.52 4.68
H -3.81 0.46 5.87
H -2.82 2.88 3.70
H -4.82 1.60 2.23
H -2.16 -2.02 5.67
H -0.71 -2.90 3.93
O -1.80 -3.39 -0.73
P -1.83 -3.90 -2.16
N -0.78 -5.24 -1.96
C 0.22 -5.73 -2.90
C -1.24 -6.27 -1.03
N -1.00 -2.57 -2.88
C 0.13 -2.67 -3.79
C -0.87 -1.37 -2.08
N -2.38 -4.39 -3.75
C -3.29 -3.39 -4.37
C -3.14 -5.66 -3.76
H -0.20 -6.10 -3.84
H 0.78 -6.55 -2.46
H 0.97 -4.97 -3.12
H -2.07 -6.87 -1.44
H -1.60 -5.82 -0.10
H -0.44 -6.96 -0.76
H 1.07 -2.82 -3.25
H 0.22 -1.75 -4.38
H 0.00 -3.47 -4.52
H -0.08 -1.48 -1.33
H -1.81 -1.15 -1.56
H -0.65 -0.50 -2.70
H -4.19 -3.23 -3.77
H -3.59 -3.72 -5.37
H -2.80 -2.43 -4.51
H -3.96 -5.66 -3.04
H -2.50 -6.51 -3.55
H -3.56 -5.84 -4.75
O 2.59 2.26 -0.10
P 2.42 3.27 -1.21
N 3.86 2.90 -2.09
C 4.74 3.83 -2.77
C 3.94 1.54 -2.62
N 2.64 4.68 -0.26
C 3.53 5.78 -0.58
C 2.55 4.53 1.19
N 1.73 4.25 -2.49
C 0.45 4.89 -2.08
C 1.42 3.50 -3.73
H 4.27 4.36 -3.61
H 5.61 3.31 -3.16
H 5.15 4.57 -2.08
H 3.28 1.39 -3.48
H 3.67 0.81 -1.86
H 4.96 1.30 -2.93
H 4.56 5.57 -0.28
H 3.22 6.69 -0.05
H 3.50 6.04 -1.64
H 3.48 4.12 1.61
H 1.72 3.89 1.47
H 2.37 5.50 1.66
H -0.31 4.15 -1.83
H 0.07 5.51 -2.90
H 0.58 5.55 -1.23
H 0.80 2.62 -3.53
H 2.32 3.19 -4.25
H 0.88 4.14 -4.43